No. 1
A molecular structure, C25H23Cl5N4PtS in a non-equilibrium geometry, computed with wB97M-V/def2-TZVPD.

Geometry as XYZ:
```
59
C25H23Cl5N4PtS (wB97M-V/def2-TZVPD)
Pt -0.09480 0.46412 -0.69889
Cl -3.34102 -4.91046 -0.42635
Cl -2.24643 0.44572 -3.06559
Cl -1.39140 -1.15867 3.05175
Cl -3.11067 -3.79903 2.51457
Cl -1.81602 -3.44650 -2.78978
S -1.41798 2.50705 -0.11249
N 2.26180 -1.06782 -0.04293
N -1.71262 3.27509 2.44645
N 0.72211 0.96861 1.30909
N -0.03479 1.79566 2.13170
C -2.29532 -2.99007 1.20249
C 2.98107 0.89292 -1.51669
C 3.80509 -2.69609 1.58746
C 3.22727 -3.21059 0.35811
C -0.98487 2.44999 1.56771
C -2.38923 -3.48330 -0.09925
C 2.49692 -2.37915 -0.39499
C -1.69487 -2.82370 -1.13017
C 3.39046 -1.49949 2.04093
C 3.62453 1.65967 -0.35800
C -0.92469 -1.73637 -0.86027
C -0.86743 -1.26462 0.38711
C 2.20189 0.09152 5.71142
C 2.38678 1.92141 -2.47508
C 1.69226 0.31061 1.93650
C 2.79798 2.29074 4.98377
C 2.02829 0.66464 3.36066
C 1.88875 -0.24926 4.39245
C 2.66184 1.36093 6.01092
C 2.47251 1.94474 3.67627
C -1.52287 -1.83986 1.42843
C 2.42850 -0.70751 1.33071
C 1.88849 -0.14582 -1.10619
C 4.09187 0.12057 -2.24962
C -0.51277 0.84621 -2.64969
H 4.35101 2.37511 -0.76987
H 3.70674 -0.31665 -3.18038
H 2.86393 2.22258 0.20051
H 4.93460 0.78267 -2.50337
H 2.90120 1.63089 7.03271
H 2.55733 2.67871 2.88187
H 1.49851 -1.23713 4.16523
H 1.76623 -0.76791 -1.98300
H 3.74685 -1.14275 2.99692
H 0.09865 0.27557 -3.33830
H 1.55696 2.44311 -1.99668
H 2.07687 -2.67563 -1.35349
H 4.51057 -3.28315 2.16471
H -0.40421 1.89964 -2.86632
H 3.38690 -4.22756 0.02356
H -2.65646 3.39863 2.13032
H 3.15994 2.65160 -2.76513
H 4.15323 0.99983 0.33829
H 3.15948 3.29100 5.19915
H 2.00177 1.44270 -3.38600
H -1.64788 2.94799 3.39881
H 4.47650 -0.69331 -1.62121
H 2.07913 -0.64343 6.50050
```

Summary:
Net charge = -2
Multiplicity = 1
Gap between HOMO and LUMO = 3.9902 eV
Energy above the lowest of the compared OMol25 structures with the same formula, charge and spin = 1.637 eV

Results of the Mulliken charge analysis, in e, for atoms 1 through 8: 1.935, -0.243, -0.273, -0.209, -0.242, -0.270, -0.662, 1.225

=====

No. 2
A molecular structure, C25H23ClIrOP in a non-equilibrium geometry, computed with wB97M-V/def2-TZVPD.

Geometry as XYZ:
```
52
C25H23ClIrOP (wB97M-V/def2-TZVPD)
Ir 2.04892 1.41900 1.18011
Cl 0.90605 0.56143 3.00694
P -0.34765 -0.17063 0.11172
O 3.41953 -0.90452 1.87074
C 0.85847 2.99755 0.32366
C -0.17570 -2.29245 -3.48385
C -2.26091 -3.68982 1.31409
C 0.26829 0.29898 -2.53918
C -1.17276 -4.43036 1.77247
C -4.22703 0.66717 -1.22623
C -4.77187 1.27352 -0.09583
C -0.36430 -2.00966 -2.12410
C 1.38587 3.53714 1.55498
C -0.78827 -1.82443 0.82335
C 1.98696 2.71199 -0.55796
C 0.10519 -3.87146 1.75825
C 0.30155 -2.57563 1.29347
C -0.10993 -0.71675 -1.64265
C 2.80405 3.61393 1.42136
C -3.98957 1.44767 1.04813
C 3.56330 0.29184 1.66725
C -2.09356 0.44655 -0.08569
C 0.26130 -1.29669 -4.35280
C 3.17591 3.10597 0.12872
C 0.48391 -0.00052 -3.88118
C -2.65931 1.03400 1.06077
C 4.87260 1.07315 1.87937
C -2.89197 0.24521 -1.22184
C -2.07417 -2.38646 0.83562
H -2.06457 1.14346 1.96342
H 1.95118 2.30175 -1.56885
H -4.41471 1.91700 1.94346
H 4.18622 3.12683 -0.27746
H -0.19313 2.84663 0.12110
H 0.97056 -4.44318 2.11651
H -4.82810 0.52356 -2.13077
H -2.93805 -1.84457 0.46879
H 5.54387 0.46264 2.52134
H 0.37135 1.32702 -2.19920
H 3.46455 4.07388 2.15411
H 0.83053 0.79206 -4.55383
H -1.32548 -5.43289 2.14706
H 5.37432 1.28495 0.90537
H 0.83789 3.85732 2.44157
H -0.36556 -3.30903 -3.84603
H 4.65382 2.03103 2.41074
H -0.72597 -2.79525 -1.47111
H -3.27140 -4.11283 1.32958
H 1.29724 -2.14331 1.29964
H -5.79788 1.61711 -0.11374
H 0.43595 -1.52948 -5.39556
H -2.50752 -0.25041 -2.10583
```

Summary:
Expectation value of S² = 8.772
Net charge = +1
Multiplicity = 6
Gap between HOMO and LUMO (spin up / spin down) = 6.5235 / 5.4014 eV
Energy above the lowest of the compared OMol25 structures with the same formula, charge and spin = 0.000 eV

Results of the Mulliken charge analysis, in e, for atoms 1 through 8: 1.119, -0.391, 0.872, -0.345, -0.289, -0.779, -0.739, -0.358

=====

No. 3
A molecular structure, C25H23ClLaN2PS in a non-equilibrium geometry, computed with wB97M-V/def2-TZVPD.

Geometry as XYZ:
```
54
C25H23ClLaN2PS (wB97M-V/def2-TZVPD)
La -0.04364 0.03049 1.47057
Cl 2.51801 -0.66284 1.30281
S 0.73965 -1.78529 5.85357
P -0.20067 -0.15260 -1.35447
N 0.36206 -2.78100 3.33473
N 0.21688 -0.45684 3.71393
C 0.61691 -0.01274 5.91814
C -0.86203 1.41287 -1.98559
C 1.47154 -0.34045 -2.02611
C -2.53453 2.61956 -3.23615
C -1.74595 -2.49023 -1.18236
C 4.03159 -0.69454 -3.03265
C 3.35751 0.50993 -3.26438
C -2.13510 -2.53612 -3.97181
C -1.17075 -1.51483 -2.01999
C -0.67332 3.81514 -2.20002
C 0.71560 0.83097 7.02670
C 0.42645 -1.71665 4.15057
C 0.56654 2.22147 6.82761
C -2.07141 1.42302 -2.69293
C -1.33850 -1.54034 -3.40900
C 0.32582 2.77159 5.57247
C 2.17743 -1.52601 -1.73373
C -0.20456 2.62173 -1.65939
C -2.54766 -3.47092 -1.74576
C -2.73410 -3.48944 -3.14014
C 0.21677 1.94396 4.43748
C 3.45051 -1.70740 -2.24983
C 2.08540 0.70022 -2.73324
C 0.36264 0.54617 4.68664
C -1.83081 3.80576 -2.99694
H 0.64719 2.87347 7.70931
H -2.19961 4.73654 -3.42404
H 3.80060 1.30673 -3.86935
H 0.71043 2.61439 -1.04310
H -3.34985 -4.26780 -3.58350
H 0.21659 3.86432 5.46073
H 1.73404 -2.28701 -1.07807
H -2.61076 0.48606 -2.87230
H -2.27897 -2.53831 -5.05638
H -0.87895 -0.75724 -4.02530
H -3.43899 2.59907 -3.85015
H -1.59594 -2.45675 -0.08863
H 5.01993 -0.84821 -3.46706
H 0.19807 -2.68724 2.29867
H 3.98627 -2.63792 -2.05506
H -1.82458 -0.63775 1.13150
H 0.49819 -3.67992 3.73811
H -3.02191 -4.22383 -1.11142
H -0.12539 4.74278 -2.02582
H 1.55429 1.64028 -2.90148
H 0.89680 0.36991 7.96818
H 0.02561 2.34132 3.42666
H -1.51135 1.07249 1.05783
```

Summary:
Net charge = +2
Multiplicity = 1
Gap between HOMO and LUMO (spin up / spin down) = 5.2344 / 4.0270 eV

Results of the Mulliken charge analysis, in e, for atoms 1 through 8: 0.875, -0.529, -0.157, 0.596, -0.236, -0.176, 0.449, 0.829

=====

No. 4
A molecular structure, C25H23CoN5OTe in a non-equilibrium geometry, computed with wB97M-V/def2-TZVPD.

Geometry as XYZ:
```
56
C25H23CoN5OTe (wB97M-V/def2-TZVPD)
Te -0.94022 3.87128 -0.21890
Co -0.18851 1.52569 -0.33551
O 1.42675 1.97079 0.81092
N 0.50515 -0.59430 1.14202
N -1.87946 0.87091 -1.28045
N 1.72721 -1.09998 1.36672
N 2.41538 3.40190 -0.68800
N 3.56938 2.37683 1.07063
C -2.65740 1.65878 -2.02198
C 1.10114 -3.24802 0.53299
C 4.85900 2.72092 0.54122
C -1.36091 -2.59314 -0.04704
C 2.40155 2.57786 0.39054
C -3.92197 1.30473 -2.38857
C -3.58326 -0.79153 -1.25497
C 1.22045 -1.31540 -0.99212
C 0.03494 -0.71589 -0.27372
C -0.89570 -0.92394 4.51425
C -0.27250 -3.40623 0.42007
C -4.40147 0.05317 -1.93677
C 0.97912 0.12874 -1.26978
C -2.04337 -0.13200 4.43931
C 0.83420 -1.89409 -3.36965
C 1.11943 -2.28095 -2.11655
C -2.25035 -0.39974 -0.98790
C 0.56362 -0.49723 -3.66796
C -0.05386 -1.06749 3.43533
C -1.48846 0.40785 2.15884
C 1.89579 -1.97782 0.21948
C -1.27927 -1.24972 -0.43498
C -0.34335 -0.40560 2.23317
C -2.31571 0.53716 3.25258
C 0.56983 0.40172 -2.66401
H 3.19061 4.02063 -0.81339
H -0.61778 -4.37564 0.76714
H 0.34434 1.43268 -2.90826
H 3.48448 1.56052 1.65949
H 0.80950 -1.71803 3.43663
H 5.60534 2.51425 1.29767
H -5.42506 -0.24905 -2.16468
H 4.92749 3.79379 0.33088
H -2.33234 -3.07675 -0.04845
H -3.18867 1.18149 3.17503
H -1.76537 0.91127 1.24610
H 0.82643 -2.63012 -4.16501
H 2.95308 -2.18691 0.09098
H 5.12545 2.16867 -0.36834
H 1.50736 3.67280 -1.06112
H 1.64924 -4.05984 0.99367
H -2.72501 -0.06401 5.28111
H -0.65711 -1.44939 5.43528
H -3.92671 -1.76131 -0.93084
H 0.35202 -0.17349 -4.68449
H -4.53603 1.97467 -2.96973
H 1.28188 -3.32202 -1.89313
H -2.23031 2.62053 -2.28577
```

Summary:
Expectation value of S² = 6.182
Net charge = -1
Multiplicity = 5
Gap between HOMO and LUMO (spin up / spin down) = 4.1147 / 5.5981 eV
Energy above the lowest of the compared OMol25 structures with the same formula, charge and spin = 5.747 eV

Results of the Mulliken charge analysis, in e, for atoms 1 through 8: -0.428, -0.527, -0.371, 2.024, 1.080, -1.596, -0.235, -0.292

=====

Number 1: DFT total energy -108950.12370 eV. Number 2: DFT total energy -52983.05144 eV. Number 3: DFT total energy -62765.19472 eV. Number 4: DFT total energy -80711.44409 eV.